# C21H21AsBr2N12S4SiTc

A molecular structure, C21H21AsBr2N12S4SiTc (ωB97M-V/def2-TZVPD, the OMol25 dataset).

The value obtained for the total energy is -294333.926 eV. Its net charge is +1. As for the multiplicity: 1. The energy relative to the best compared isomer or geometry (same formula, charge and spin) comes out at 159.2 kJ/mol. The HOMO energy (spin up / spin down) is -10.01 / -10.01 eV.

Last column: Mulliken charge in e.
Element x y z (Å)
C -1.16 3.78 -2.86  -1.02
N -0.31 -0.39 -1.66  0.89
H 0.01 -4.72 1.55  0.46
H 0.21 -4.00 3.15  0.39
C -1.24 -0.72 -2.57  0.13
Br 0.43 5.64 -4.34  -0.10
N -0.72 -1.58 -3.46  -0.74
C -2.23 -2.86 0.22  -1.04
N 1.44 1.38 0.45  1.10
H -3.14 -0.63 -3.26  0.35
N 0.18 -1.31 0.71  1.00
C 1.98 -2.91 0.81  -1.20
H 1.69 -3.18 1.80  0.77
H 2.28 -0.33 -0.93  -0.12
N -4.41 0.10 -1.10  -0.52
N -4.52 0.40 0.18  -0.83
H 3.87 1.37 2.77  0.49
H 3.55 -4.34 0.72  0.48
H -0.96 -0.59 3.39  0.31
S -0.86 1.66 2.37  -0.25
C 3.01 -3.56 0.20  -0.80
C 3.33 1.68 1.89  -0.86
C 2.98 3.19 0.07  -1.10
H -1.99 4.12 -3.45  0.51
H -1.83 -2.66 -0.77  0.17
As -3.44 1.61 3.47  0.36
S -3.47 3.53 1.83  -0.23
C 3.75 2.79 1.15  -0.45
C -1.33 2.79 -1.93  -0.52
Tc -0.46 0.67 0.11  -1.35
H -2.31 2.36 -1.77  0.58
N 0.48 -1.83 -3.08  -0.64
H 4.19 -3.83 -1.60  0.47
N -0.34 2.34 -1.14  0.65
H -1.89 -1.99 3.90  0.52
C 1.26 -1.85 0.20  0.66
H -2.60 -0.86 2.77  0.03
C 2.87 -2.19 -1.77  -0.94
C 1.14 3.90 -2.19  -1.00
Br 5.33 3.73 1.59  -0.12
C 1.83 2.47 -0.24  0.90
S -1.57 3.22 1.30  0.27
Si -1.01 -2.38 1.61  0.01
N 0.73 -1.14 -2.02  0.64
H -3.18 -2.34 0.32  0.31
H 3.25 4.06 -0.50  0.53
N -2.42 0.30 -0.20  1.51
C -1.67 -1.35 3.06  -0.86
C 1.84 -1.32 -1.12  1.17
C -3.11 0.03 -1.33  -0.23
H 3.16 -1.93 -2.77  0.50
H 1.85 0.15 2.05  0.52
C 0.87 2.91 -1.25  0.88
N -3.37 0.52 0.72  -0.10
C -0.45 -4.08 2.29  -1.56
H -2.46 -3.92 0.27  0.61
H -1.34 -4.60 2.64  0.44
C 3.42 -3.23 -1.13  -0.63
C 2.19 1.02 1.50  -0.45
H 2.12 4.33 -2.28  0.54
N -2.52 -0.28 -2.54  0.03
C 0.12 4.33 -3.03  -0.30
S -3.01 2.49 5.23  -0.23